*1*
Entry from the OMol25 dataset: the ion C4H11N2 with charge +1 (wB97M-V/def2-TZVPD).

```
! RIJCOSX wB97M-V def2-TZVPD def2/J DEFGRID3
* xyz 1 1
C -0.56495 0.51445 0.87765
C 0.99832 -0.53591 0.04765
C -1.92457 1.18664 0.37744
C 1.27400 -1.46341 -1.21297
N -0.35383 -0.90403 0.65600
N 0.50130 0.88263 -0.12756
H -0.22424 0.85787 1.81075
H 1.87464 -0.67082 0.80946
H -2.49002 1.67327 1.05895
H -2.57452 0.34212 0.04165
H -1.51508 1.80713 -0.40702
H 2.33515 -1.33196 -1.44176
H 0.76025 -1.10779 -2.13736
H 1.08888 -2.43799 -0.87055
H -0.45908 -1.45305 1.48835
H 0.07329 0.97056 -0.99646
H 1.20046 1.67028 0.02579
*
```

Kohn-Sham gap = 10.95 eV
SMILES = C[C@@H]1N[C@H](C)[NH2+]1
HOMO level = -14.32 eV

---

*2*
Entry from the OMol25 dataset: a cluster of 2 separate species, C4H11N2 in total (wB97M-V/def2-TZVPD).

```
! RIJCOSX wB97M-V def2-TZVPD def2/J DEFGRID3
* xyz 1 1
C 0.12287 -2.04907 1.78298
C 0.70558 -0.64773 1.47298
C -0.08521 0.02277 0.34724
C -0.88709 1.07701 0.64068
N -1.91831 1.67483 -0.13618
N 1.70567 -0.05537 -3.37919
H 0.63512 -2.55535 2.58780
H -0.93226 -1.89614 2.01015
H 0.13432 -2.71545 0.87882
H 1.79127 -0.72257 1.20458
H 0.63365 -0.05201 2.42082
H -0.82529 1.48415 1.64853
H -1.93471 2.70105 -0.09149
H -1.99756 1.37147 -1.09541
H 1.14394 0.34725 -2.58269
H 2.51235 0.53361 -3.62704
H 1.19067 -0.25011 -4.20984
*
```

Kohn-Sham gap = 4.02 eV
HOMO level = -12.58 eV

---

Verdict on stability: *1* comes out on top.

---

*1*
Entry from the OMol25 dataset: the ion C4H11N2 with charge +1 (wB97M-V/def2-TZVPD).

```
! RIJCOSX wB97M-V def2-TZVPD def2/J DEFGRID3
* xyz 1 1
C 1.83755 -0.99884 -0.83406
C 0.75271 -1.17913 0.19825
C 0.00994 0.21227 0.34209
C -0.98825 0.37151 1.25571
N -1.97037 1.53731 1.14777
N -0.27824 0.93833 -0.86139
H 2.85372 -1.32012 -0.51670
H 1.75434 -1.65123 -1.77891
H 2.03559 0.03001 -1.20986
H 0.11292 -1.97439 -0.16201
H 1.16597 -1.56982 1.22200
H -1.18131 -0.51592 1.80726
H -2.90374 1.10900 0.88274
H -2.17407 1.91289 2.02571
H 0.31942 1.71082 -0.84040
H 0.02743 0.30127 -1.62591
H -1.37359 1.08607 -1.05228
*
```

Kohn-Sham gap = 10.47 eV
SMILES = CC/C([NH3+])=C/N
HOMO level = -14.44 eV

---

*2*
Entry from the OMol25 dataset: a cluster of 2 separate species, C4H11N2 in total (wB97M-V/def2-TZVPD).

```
! RIJCOSX wB97M-V def2-TZVPD def2/J DEFGRID3
* xyz 1 1
C 0.42678 -0.80586 -2.11671
C 0.42804 -0.64398 -0.61740
C 0.09634 0.79751 -0.41897
N 0.40865 -0.47656 1.90526
C -0.57595 -0.36441 2.95108
N -0.68567 1.37446 -1.54312
H -0.56182 -0.66818 -2.53900
H 0.98392 -1.74990 -2.40513
H 1.04032 -0.06855 -2.51581
H -0.19071 -1.44799 -0.11937
H 1.47120 -0.70673 -0.26204
H -0.94947 1.10382 -0.06827
H 0.95275 1.41718 -0.03904
H -0.53890 0.54054 3.62803
H -0.58404 0.13474 1.48691
H -1.31351 -1.11185 3.09930
H -0.62177 2.37202 -1.58854
*
```

Kohn-Sham gap = 4.83 eV
HOMO level = -12.76 eV

---

Verdict on stability: *1* comes out on top.

---

*1*
Entry from the OMol25 dataset: the ion C4H11N2 with charge +1 (wB97M-V/def2-TZVPD).

```
! RIJCOSX wB97M-V def2-TZVPD def2/J DEFGRID3
* xyz 1 1
C 0.62268 1.92169 1.05750
C 0.52534 1.02696 -0.19449
C 1.10881 -0.37894 -0.12776
N 0.25326 -1.40352 -0.81967
C -0.89337 -1.61450 -0.15462
N -2.05141 -1.22299 -0.61437
H 1.52251 1.71372 1.63387
H -0.19279 1.65956 1.73936
H 0.44888 2.96129 0.78538
H 1.06406 1.55463 -0.97972
H -0.51145 0.98571 -0.54407
H 1.29888 -0.70526 0.91169
H 2.10782 -0.37574 -0.56791
H 0.80921 -2.01942 -1.37331
H -1.02219 -2.03194 0.84900
H -2.79675 -0.90090 -0.00485
H -2.29349 -1.17037 -1.59604
*
```

Kohn-Sham gap = 9.01 eV
SMILES = CCCNC=[NH2+]
HOMO level = -14.58 eV

---

*2*
Entry from the OMol25 dataset: the ion C4H11N2 with charge +1 (wB97M-V/def2-TZVPD).

```
! RIJCOSX wB97M-V def2-TZVPD def2/J DEFGRID3
* xyz 1 1
C -1.98724 0.10773 0.71753
C -0.97553 1.09452 0.10381
C 0.31273 0.41674 -0.24878
C 1.28417 0.09004 0.59409
N 2.21992 -0.94232 0.24021
N 0.29021 -0.46415 -1.44695
H -1.91727 0.01840 1.80013
H -1.90320 -0.86958 0.23220
H -2.99170 0.45778 0.48342
H -1.40727 1.57615 -0.77851
H -0.75982 1.90866 0.79497
H 1.51893 0.72351 1.43960
H 3.16512 -0.56560 0.16662
H 2.30681 -1.54403 1.06042
H -0.62923 -0.90069 -1.56337
H 0.45151 0.07820 -2.29760
H 1.02187 -1.18536 -1.29780
*
```

Kohn-Sham gap = 11.23 eV
SMILES = CC/C([NH3+])=C/N
HOMO level = -14.57 eV

---

*3*
Entry from the OMol25 dataset: the ion C4H11N2 with charge +1 (wB97M-V/def2-TZVPD).

```
! RIJCOSX wB97M-V def2-TZVPD def2/J DEFGRID3
* xyz 1 1
C -0.85520 -0.03251 -1.57565
C -1.08413 0.78625 -0.23293
C 0.30951 1.04481 0.31159
C 0.78818 -0.34426 2.20895
N 1.01524 -0.08479 0.89482
N -0.00708 -1.26832 -1.27266
H -0.20401 0.60036 -2.26979
H -1.73083 -0.35640 -2.18608
H -1.64979 1.66229 -0.47814
H -1.51278 0.31937 0.66577
H 0.91409 1.68059 -0.33717
H 0.00780 1.60346 1.15563
H -0.02920 0.24535 2.67541
H 1.58885 -0.64156 2.76213
H 0.46965 -1.49027 -2.13720
H 0.77604 -0.89187 -0.60563
H -0.63710 -1.98529 -0.87179
*
```

Kohn-Sham gap = 10.48 eV
SMILES = C=NCCC[NH3+]
HOMO level = -14.34 eV

---

Verdict on stability: *2* comes out on top.

---

*1*
Entry from the OMol25 dataset: the ion C4H11N2 with charge +1 (wB97M-V/def2-TZVPD).

```
! RIJCOSX wB97M-V def2-TZVPD def2/J DEFGRID3
* xyz 1 1
C -0.81871 -1.76347 0.87193
C 0.49506 -1.41456 0.17791
C 0.33411 -0.57351 -1.06951
N -0.16413 0.80264 -0.83910
C 0.43862 1.61045 -0.01739
N -0.02347 2.79855 0.33341
H -1.38152 -0.88014 1.17782
H -1.43912 -2.35637 0.20593
H -0.65379 -2.36173 1.76112
H 1.21346 -1.04205 0.91011
H 0.97854 -2.32490 -0.19152
H 1.31562 -0.46956 -1.53300
H -0.32732 -1.06839 -1.75070
H -1.02254 1.12568 -1.26258
H 1.32073 1.28083 0.51322
H 0.61209 3.45551 0.75969
H -0.87762 3.18101 -0.04736
*
```

Kohn-Sham gap = 11.51 eV
SMILES = CCCNC=[NH2+]
HOMO level = -15.18 eV

---

*2*
Entry from the OMol25 dataset: the ion C4H11N2 with charge +1 (wB97M-V/def2-TZVPD).

```
! RIJCOSX wB97M-V def2-TZVPD def2/J DEFGRID3
* xyz 1 1
C 0.00511 0.32650 0.01253
C 0.73274 1.64357 -0.12497
C 2.08939 -0.89319 -0.00783
C -2.35887 -0.63727 -0.00044
N 0.58542 -0.85019 0.11674
N -1.43986 0.41335 -0.05337
H 1.06682 1.75353 -1.15173
H 0.02261 2.42997 0.15218
H 1.65228 1.66970 0.44782
H 2.56676 -1.83788 0.32461
H 2.34863 -0.60298 -0.95239
H 2.67487 -0.16533 0.59615
H -2.57617 -1.28914 -0.91243
H -3.34428 -0.21179 0.16367
H -2.23882 -1.37899 0.93200
H 0.08803 -1.72258 0.15978
H -1.87468 1.35270 0.29767
*
```

Kohn-Sham gap = 10.91 eV
SMILES = CN/C(C)=[NH+]\C
HOMO level = -14.46 eV

---

Verdict on stability: *1* comes out on top.

---

*1*
Entry from the OMol25 dataset: a cluster of 2 separate species, C4H11N2 in total (wB97M-V/def2-TZVPD).

```
! RIJCOSX wB97M-V def2-TZVPD def2/J DEFGRID3
* xyz 1 1
C -1.94572 -0.18814 -0.31914
C 2.06474 -0.81133 0.31669
C 2.16472 0.40287 -0.50537
C -0.18208 1.38943 -0.21744
N -2.63513 -1.09552 0.37567
N -1.19403 0.68198 0.31584
H -1.97995 -0.09238 -1.43298
H 1.12994 -1.24767 0.07492
H 2.84637 -1.60978 0.11786
H 2.04093 -0.61415 1.45460
H 1.97681 0.40438 -1.57141
H 2.80694 1.13966 -0.14157
H 0.39586 2.20641 0.22443
H -0.22125 1.23706 -1.35348
H -3.43611 -1.43346 -0.09536
H -2.66619 -1.10009 1.38851
H -1.16588 0.73073 1.36823
*
```

Kohn-Sham gap (spin up / spin down) = 7.95 / 7.28 eV
HOMO level (spin up / spin down) = -12.02 / -11.83 eV

---

*2*
Entry from the OMol25 dataset: the ion C4H11N2 with charge +1 (wB97M-V/def2-TZVPD).

```
! RIJCOSX wB97M-V def2-TZVPD def2/J DEFGRID3
* xyz 1 1
C 1.80571 1.21007 0.95393
C 0.29702 1.17585 1.23257
C -0.53121 1.21059 -0.04733
N -0.38796 -0.03637 -0.80036
C -0.74619 -1.20368 -0.35935
N -0.61035 -2.32284 -1.03877
H 2.14740 0.51123 0.19866
H 2.13727 2.21239 0.69004
H 2.33958 1.03894 1.88636
H 0.08606 0.26980 1.81280
H 0.07264 2.00698 1.89163
H -1.56666 1.39367 0.17034
H -0.13759 2.02498 -0.64454
H -0.05399 0.02546 -1.74995
H -1.23196 -1.29512 0.60121
H -0.79056 -3.22604 -0.63603
H -0.21796 -2.32370 -1.96743
*
```

Kohn-Sham gap = 11.55 eV
SMILES = CCCNC=[NH2+]
HOMO level = -15.19 eV

---

*3*
Entry from the OMol25 dataset: a structure of composition C4H11N2 (wB97M-V/def2-TZVPD).

```
! RIJCOSX wB97M-V def2-TZVPD def2/J DEFGRID3
* xyz 1 1
C -0.37196 1.63399 1.15075
C 0.14352 1.99798 2.31218
N -0.96080 0.31846 0.91379
H -0.41065 2.26880 0.27554
H 0.52484 2.99440 2.46246
H 0.12024 1.28006 3.12442
H -1.01070 -0.17063 1.80436
H -1.88118 0.41674 0.49960
H -0.26154 -0.25201 0.06828
C -0.41906 -1.63132 -1.88898
C 1.66365 -0.84890 -1.10476
N 0.40768 -0.88203 -0.94301
H -0.84802 -2.51410 -1.41348
H 0.14016 -1.93925 -2.76859
H -1.24777 -0.99435 -2.19611
H 2.24310 -0.15853 -0.50078
H 2.16851 -1.51930 -1.79568
*
```

Kohn-Sham gap = 10.81 eV
HOMO level = -14.15 eV

---

Verdict on stability: *2* comes out on top.

---

*1*
Entry from the OMol25 dataset: a cluster of 2 separate species, C4H12 in total (wB97M-V/def2-TZVPD).

```
! RIJCOSX wB97M-V def2-TZVPD def2/J DEFGRID3
* xyz 1 2
C 0.49158 -1.39633 -1.45839
C -0.05959 -2.35275 -0.48837
H 1.40521 -0.95156 -1.02609
H 0.62491 -1.82957 -2.44684
H -0.11128 -0.50457 -1.68747
H 0.27547 -2.08527 0.56295
H 0.00556 -3.41250 -0.71734
H -1.12793 -2.27097 -0.08330
C -0.55345 2.50926 1.06208
C 0.12504 1.17956 0.85543
H -1.49270 2.73510 0.55891
H -0.72016 2.77937 2.10307
H 0.19534 3.21313 0.64686
H 0.87074 1.23832 0.03374
H -0.53453 0.36983 0.49951
H 0.71477 0.95842 1.73908
*
```

Kohn-Sham gap (spin up / spin down) = 12.43 / 3.78 eV
HOMO level (spin up / spin down) = -15.63 / -15.05 eV

---

*2*
Entry from the OMol25 dataset: a cluster of 2 separate species, C4H12 in total (wB97M-V/def2-TZVPD).

```
! RIJCOSX wB97M-V def2-TZVPD def2/J DEFGRID3
* xyz 1 2
C 0.48909 1.80074 -0.37064
C 0.61598 2.60290 0.91899
H -0.51775 1.82676 -0.80050
H 1.10074 2.24435 -1.16155
H 0.82454 0.77156 -0.21534
H 1.57213 3.11776 0.98306
H 0.42790 2.00966 1.81098
H -0.10766 3.42846 0.95509
C -1.20212 -2.11734 -0.01809
C 0.10798 -2.25263 -0.58654
H -1.06651 -2.11496 1.15141
H -1.77586 -1.21111 -0.18736
H -1.78965 -3.06448 0.02114
H 0.69592 -1.32534 -0.65923
H 0.63162 -3.12623 -0.16055
H -0.00634 -2.59011 -1.68084
*
```

Kohn-Sham gap (spin up / spin down) = 11.29 / 3.48 eV
HOMO level (spin up / spin down) = -14.84 / -14.82 eV

---

Verdict on stability: *2* comes out on top.